Here is a molecular structure, C22H28N4S2SbSe4Sn in a non-equilibrium geometry from the OMol25 dataset. Energies are from ωB97M-V/def2-TZVPD.

Structure (XYZ):
```
62
Properties=species:S:1:pos:R:3:forces:R:3
Sn 0.315 -1.673 1.052 0.9 0.0 0.0
C -1.404 0.071 3.150 0.9 -0.5 0.2
N -1.905 -0.761 2.055 -0.4 0.5 -0.6
C -2.383 0.095 0.911 0.9 -0.8 0.5
C -2.406 -0.679 -0.417 -0.3 -0.2 -0.8
N -1.086 -0.880 -1.073 -0.2 -0.4 -0.5
C -0.489 0.391 -1.570 0.6 -0.9 0.3
C -1.063 -1.892 -2.131 -0.1 0.6 0.5
C -2.033 -1.796 -3.125 0.6 0.3 -0.2
C -1.907 -2.541 -4.287 -0.9 0.1 0.0
C -1.011 -3.579 -4.340 0.9 -1.0 -0.1
C -0.068 -3.740 -3.325 -0.6 -0.5 -0.5
C -0.042 -2.856 -2.268 0.5 0.4 0.5
S 1.314 -3.250 -1.159 -0.3 0.3 0.9
C -2.808 -1.769 2.527 0.0 -1.3 -0.2
C -4.018 -1.488 3.145 0.6 0.5 0.2
C -4.751 -2.448 3.802 -1.1 0.1 0.4
C -4.324 -3.756 3.847 0.2 -0.2 -0.6
C -3.217 -4.091 3.093 0.9 -0.8 0.0
C -2.428 -3.135 2.399 -1.8 0.5 0.9
S -1.228 -3.727 1.351 1.4 -0.2 -0.8
H -2.156 0.734 3.528 -0.6 0.6 0.4
H -0.547 0.656 2.815 -0.1 0.0 -0.2
H -1.043 -0.558 3.980 -0.3 0.1 -0.3
H -1.658 0.929 0.883 -0.5 -0.2 -0.1
H -3.388 0.465 1.127 0.0 0.2 -0.1
H -3.077 -0.175 -1.128 0.0 0.4 0.2
H -2.872 -1.662 -0.294 0.2 0.0 0.3
H -0.634 0.584 -2.656 0.1 -0.4 0.6
H 0.579 0.352 -1.275 -0.4 0.3 -0.6
H -0.938 1.175 -1.000 -0.1 0.7 0.2
H -2.820 -1.049 -3.044 0.2 -0.1 0.0
H -2.553 -2.312 -5.128 -0.1 -0.3 0.1
H -1.020 -4.320 -5.138 0.0 0.4 -0.1
H 0.622 -4.595 -3.280 -0.3 0.6 -0.4
H -4.344 -0.468 3.208 -0.1 0.5 -0.1
H -5.709 -2.189 4.250 0.3 0.1 0.1
H -4.878 -4.510 4.394 0.1 0.0 -0.1
H -2.890 -5.152 3.050 -0.2 0.9 0.0
Se 5.702 -0.270 0.817 -0.2 0.3 -0.4
Sb 4.417 -2.293 0.554 1.3 -0.5 1.3
Se 2.733 -2.427 2.346 -0.3 -0.4 0.2
Se 3.024 -1.813 -1.509 -0.9 0.4 -1.1
Se 5.851 -4.240 0.306 -0.6 0.2 -0.1
N 0.679 1.874 1.094 0.6 0.5 -0.9
C 1.472 2.504 0.514 0.0 0.5 1.0
N 2.363 3.365 0.015 -1.2 -0.1 0.6
C 2.411 4.748 0.514 -0.2 0.5 -0.7
C 2.551 5.732 -0.681 0.4 -0.8 1.1
C 3.624 5.300 -1.656 1.1 -0.7 0.0
C 4.372 4.045 -1.160 0.5 0.8 -0.4
C 3.402 2.902 -0.903 0.3 0.1 0.4
H 3.295 4.872 1.157 -0.4 -0.1 0.2
H 1.469 5.044 1.030 0.8 -0.7 0.0
H 2.833 6.673 -0.226 -0.4 0.5 -0.1
H 1.607 5.764 -1.181 -0.7 0.5 -0.2
H 4.363 6.102 -1.827 -0.4 -0.3 -0.2
H 3.191 4.986 -2.593 -0.3 0.3 -0.6
H 5.023 4.360 -0.326 -0.5 -0.7 0.1
H 5.077 3.744 -1.933 0.0 -0.2 -0.1
H 3.901 2.042 -0.462 0.2 -0.2 0.0
H 2.905 2.587 -1.822 0.2 0.0 -0.3
```
Forces are in eV/Å.

Output
ΔE to the lowest compared entry with this formula, charge and spin in kJ/mol: 0.0
2S+1: 1
Frontier orbital gap in eV: 6.02
HOMO in Eh: -0.1439
Electronic energy in hartree: -11930.901819
Molecular weight in g mol⁻¹: 968.94
Total charge: -1
LUMO in eV: 2.11

Mulliken population analysis, charges in e, atoms 1 to 5:
1 Sn 0.8955
2 C -1.1214
3 N 1.0083
4 C -0.9589
5 C -0.9993



Here is a molecular structure, C11H12ClO3S in a non-equilibrium geometry from the OMol25 dataset. Energies are from ωB97M-V/def2-TZVPD.

Structure (XYZ):
```
28
Properties=species:S:1:pos:R:3:forces:R:3
C -1.448 0.979 3.144 -0.5 0.0 0.5
C -0.383 2.051 3.063 0.8 0.8 -0.9
C 0.673 0.974 2.566 -1.3 0.0 -0.1
O 1.880 0.947 2.640 1.8 0.0 1.6
C -0.452 -0.110 2.823 0.8 -0.9 -0.9
H -1.819 0.875 4.159 -0.5 0.0 0.1
H -2.278 1.085 2.433 0.1 0.0 0.3
H -0.501 2.728 2.224 -0.3 0.7 0.4
H -0.161 2.584 3.992 0.2 -0.1 -0.1
H -0.274 -0.854 3.605 0.2 0.1 -0.1
H -0.602 -0.587 1.866 -0.4 -0.8 0.2
Cl 0.833 2.752 0.160 0.2 1.0 -0.8
C 0.392 1.178 0.620 -1.9 -2.5 0.0
S 1.306 -0.143 -0.183 0.5 0.5 1.4
C 0.565 -0.748 -1.684 -0.2 0.1 -0.8
C -0.428 -1.727 -1.661 -0.1 0.1 0.3
C -0.960 -2.203 -2.852 0.1 0.1 -0.6
C -0.472 -1.720 -4.079 0.0 0.2 0.2
C 0.546 -0.754 -4.102 -0.3 -0.3 0.1
C 1.069 -0.268 -2.900 -0.6 -0.4 -0.1
O 2.557 0.440 -0.617 0.0 -0.3 0.0
O 1.303 -1.313 0.688 -0.2 0.6 -0.6
H -0.703 0.929 0.604 0.9 0.6 -0.6
H -0.768 -2.121 -0.700 0.1 0.2 -0.3
H -1.760 -2.955 -2.847 0.4 0.3 0.0
H -0.911 -2.090 -5.014 0.3 0.2 0.4
H 0.929 -0.382 -5.058 -0.1 -0.2 0.4
H 1.869 0.454 -2.892 0.1 0.1 0.1
```
Forces are in eV/Å.

Output
2S+1: 1
Frontier orbital gap in eV: 6.47
HOMO in Eh: -0.1261
Electronic energy in hartree: -1510.394131
Molecular weight in g mol⁻¹: 259.73
Total charge: -1
LUMO in eV: 3.04

Mulliken population analysis, charges in e, atoms 1 to 5:
1 C -0.5287
2 C -0.6503
3 C 0.6849
4 O -0.7852
5 C -0.3970



Here is 12 unconnected molecules or ions with the total composition C36H62O36 in a non-equilibrium geometry from the OMol25 dataset. Energies are from ωB97M-V/def2-TZVPD.

Structure (XYZ):
```
134
Properties=species:S:1:pos:R:3:forces:R:3
C 15.769 4.551 -0.871 -2.1 -2.2 -0.1
C 16.241 4.287 0.526 0.3 0.3 0.6
O 16.976 5.476 0.736 0.1 -0.2 2.9
C 17.146 6.153 -0.344 0.8 1.3 -1.0
O 17.692 7.213 -0.357 0.1 0.2 -0.8
O 16.642 5.469 -1.400 1.3 1.3 -0.8
H 14.781 5.012 -0.863 -0.2 -0.3 0.0
H 15.746 3.608 -1.417 0.0 0.3 -0.4
H 16.972 3.488 0.654 -0.4 -0.4 -0.1
H 15.460 4.272 1.286 0.1 -0.4 -0.3
C 14.298 0.164 -3.009 -1.1 0.2 -0.3
C 12.790 0.076 -2.612 0.3 -0.2 -2.1
O 12.695 0.870 -1.478 -0.9 0.8 2.6
C 13.841 1.222 -0.968 2.2 0.9 0.9
O 14.032 1.869 0.078 -0.4 -1.9 -3.1
O 14.843 0.777 -1.842 0.1 0.8 2.0
H 14.491 0.809 -3.866 -0.2 0.3 0.1
H 14.772 -0.787 -3.254 -0.1 -0.1 0.6
H 12.458 -0.946 -2.428 0.1 0.2 0.1
H 12.117 0.632 -3.265 0.2 -0.8 -0.8
C 15.139 -3.907 -5.738 1.0 -2.6 -0.7
C 14.353 -4.853 -4.829 0.6 0.8 -0.5
O 13.210 -4.058 -4.645 -3.2 1.1 0.6
C 13.418 -2.765 -4.948 -3.2 1.4 1.2
O 12.648 -1.774 -4.858 2.2 -3.5 -0.1
O 14.638 -2.677 -5.339 2.8 2.5 -1.4
H 14.980 -4.105 -6.798 -0.8 0.3 -0.2
H 16.217 -4.062 -5.700 0.0 0.8 0.9
H 14.865 -4.927 -3.870 -0.1 -0.6 -0.1
H 14.000 -5.773 -5.296 0.5 -0.1 0.3
C 18.626 -2.185 -1.710 0.4 -0.3 0.0
C 17.556 -1.524 -2.562 0.1 -0.3 0.9
O 16.938 -2.648 -3.217 -0.4 0.3 -0.8
C 17.555 -3.796 -2.890 -1.9 -2.0 -1.1
O 17.273 -4.923 -3.300 0.4 2.6 0.4
O 18.451 -3.561 -1.992 2.1 -1.0 1.1
H 18.471 -2.125 -0.633 0.2 0.6 -0.1
H 19.625 -1.890 -2.033 0.1 0.0 0.4
H 18.001 -0.842 -3.287 -0.5 0.0 0.0
H 16.885 -1.083 -1.824 -0.6 0.3 -0.8
C 15.905 -1.087 1.464 -1.0 0.0 1.8
C 14.618 -1.615 2.209 1.4 2.0 -1.1
O 13.848 -2.063 1.073 -0.5 -0.8 0.6
C 14.600 -2.228 -0.001 0.1 -0.5 -3.6
O 14.207 -2.581 -1.140 1.6 1.2 4.3
O 15.915 -1.865 0.296 -1.0 -0.7 -1.3
H 16.776 -1.269 2.094 0.2 -0.1 -0.4
H 15.802 -0.022 1.255 0.1 0.0 -0.2
H 14.088 -0.754 2.615 0.0 -0.3 0.3
H 14.934 -2.320 2.978 -0.8 -0.6 -0.4
C 17.753 3.114 -6.794 1.1 0.6 1.0
O 16.686 3.064 -7.698 -0.4 -0.2 -1.4
C 15.461 2.662 -7.372 -1.0 -0.5 2.2
O 15.076 2.429 -6.226 0.6 0.2 -1.8
O 14.728 2.576 -8.489 -0.4 -0.1 -0.1
C 13.317 2.182 -8.493 0.0 0.2 0.1
H 17.448 3.416 -5.792 -0.2 -0.3 0.0
H 18.476 3.853 -7.140 -0.5 0.4 -0.3
H 18.396 2.234 -6.769 -0.7 -0.6 0.0
H 12.826 2.196 -7.520 0.5 0.0 0.2
H 13.180 1.205 -8.957 0.6 -0.2 0.2
H 12.762 2.859 -9.142 0.5 0.4 0.0
C 11.851 1.879 3.290 1.1 -0.4 -0.5
O 12.677 3.016 3.510 2.0 0.5 0.2
C 14.103 2.812 3.405 -3.8 -1.4 -0.6
O 14.620 1.746 3.167 -0.3 1.0 0.6
O 14.687 3.952 3.535 1.1 -0.2 -0.2
C 14.055 5.206 3.610 0.2 2.0 0.4
H 12.046 1.181 4.105 -0.3 -0.3 -0.2
H 12.182 1.500 2.323 -0.3 -0.7 0.1
H 10.793 2.129 3.208 0.2 0.5 0.3
H 13.189 5.489 3.012 0.1 -1.2 -0.4
H 14.864 5.852 3.268 -0.2 0.3 0.2
H 13.786 5.470 4.633 0.2 -0.3 0.1
C 12.087 5.304 0.323 0.3 -1.1 -0.2
O 13.276 6.045 0.650 -0.3 1.2 -0.1
C 13.361 7.299 0.168 -1.9 2.9 -3.8
O 12.577 7.841 -0.703 3.1 -2.5 3.9
O 14.462 7.896 0.654 -0.3 -1.3 0.6
C 15.008 9.117 0.141 -0.6 0.6 -0.8
H 11.295 5.424 1.062 0.0 0.6 -0.2
H 12.380 4.257 0.401 0.2 0.0 0.1
H 11.790 5.445 -0.716 -0.2 0.5 0.3
H 14.366 9.970 0.363 -0.2 -0.2 0.1
H 15.107 9.062 -0.943 0.0 -0.1 0.1
H 15.986 9.305 0.585 -0.2 -0.6 0.1
C 7.773 -5.435 -2.176 0.0 0.4 -0.2
O 7.792 -4.095 -2.719 1.5 -0.7 -0.7
C 8.970 -3.614 -3.253 2.9 -2.3 0.5
O 10.096 -4.211 -3.459 -5.4 2.3 1.0
O 8.704 -2.333 -3.432 1.3 0.9 -0.2
C 9.866 -1.453 -3.559 -0.3 0.3 0.1
H 8.205 -5.393 -1.176 0.1 -0.2 -0.1
H 8.271 -6.160 -2.820 0.3 0.2 0.1
H 6.724 -5.722 -2.106 0.0 0.2 0.0
H 10.412 -1.603 -4.491 -0.1 -0.2 0.4
H 10.537 -1.486 -2.701 -0.1 -0.9 -0.1
H 9.496 -0.430 -3.487 -0.5 -0.1 -0.5
C 9.361 4.013 -4.841 1.0 0.4 0.0
O 9.130 3.031 -5.825 -0.3 -1.0 -0.7
C 9.846 1.866 -5.883 -1.0 1.8 1.2
O 10.824 1.631 -5.251 1.3 -0.2 0.6
O 9.179 1.080 -6.657 -0.9 -2.1 -2.7
C 9.695 -0.242 -7.042 0.4 -0.3 1.1
H 8.432 4.559 -4.675 0.0 -0.4 0.1
H 10.087 4.727 -5.229 0.1 0.1 0.0
H 9.792 3.605 -3.927 -0.3 -0.2 0.1
H 10.700 -0.244 -7.463 0.1 0.6 0.4
H 9.116 -0.812 -7.769 -0.8 1.1 -0.1
H 9.660 -0.871 -6.153 0.4 0.2 0.0
C 20.222 -3.263 -5.357 2.2 -0.9 1.2
O 19.442 -2.104 -5.283 -1.7 -0.3 -1.0
C 18.441 -2.025 -6.196 -0.5 -1.6 -2.8
O 18.281 -2.724 -7.227 0.8 1.8 3.3
O 17.656 -1.048 -5.802 -1.0 1.3 0.1
C 16.529 -0.615 -6.616 -0.1 -0.3 -1.0
H 19.798 -4.266 -5.401 -1.0 0.5 -0.7
H 20.689 -3.318 -4.374 0.3 0.3 0.1
H 21.042 -3.159 -6.068 -0.3 0.0 -0.3
H 15.980 -1.472 -7.006 0.1 0.1 0.2
H 16.824 -0.017 -7.478 0.8 -0.3 -0.1
H 15.846 0.074 -6.119 0.4 -0.5 1.0
C 6.791 -1.503 1.905 0.7 -1.5 -0.3
O 7.658 -0.359 1.838 0.8 0.5 -1.9
C 8.476 -0.244 0.685 -0.9 -0.9 -0.3
O 8.642 -1.101 -0.160 -0.4 0.9 1.3
O 9.002 0.983 0.656 -0.2 1.0 1.2
C 9.595 1.556 -0.539 -0.3 -2.1 -0.7
H 6.107 -1.465 2.752 0.2 0.8 -0.1
H 7.374 -2.414 2.044 0.4 0.1 0.3
H 6.249 -1.789 1.003 -0.1 1.0 -0.3
H 9.548 0.724 -1.240 0.2 0.2 -0.5
H 10.653 1.796 -0.426 -0.3 0.1 0.5
H 9.000 2.365 -0.962 -0.1 0.1 0.6
```
Forces are in eV/Å.

Output
ΔE to the lowest compared entry with this formula, charge and spin in kJ/mol: 325.2
2S+1: 1
SMILES: COC(=O)OC.COC(=O)OC.COC(=O)OC.COC(=O)OC.COC(=O)OC.COC(=O)OC.COC(=O)OC.O=C1OCCO1.O=C1OCCO1.O=C1OCCO1.O=C1OCCO1.O=C1OCCO1
Frontier orbital gap in eV: 10.58
HOMO in Eh: -0.3754
Electronic energy in hartree: -4117.527144
Molecular weight in g mol⁻¹: 1070.86
LUMO in eV: 0.36

Mulliken population analysis, charges in e, atoms 1 to 5:
1 C 0.4722
2 C 0.6271
3 O -0.3689
4 C 0.5375
5 O -0.5913



Here is C5H7P in the gas phase in a non-equilibrium geometry from the OMol25 dataset. Energies are from ωB97M-V/def2-TZVPD.

Structure (XYZ):
```
13
Properties=species:S:1:pos:R:3:forces:R:3
C 0.055 -1.028 -0.091 -1.4 -1.1 1.8
C -1.302 1.336 0.016 4.9 -0.1 0.5
C 0.557 0.177 0.075 -4.8 0.5 -1.2
C -1.465 -1.296 -0.127 1.0 2.1 -3.8
C 1.804 0.827 0.086 5.2 -0.5 -0.5
P -2.447 0.251 0.193 -1.6 -1.1 0.0
H 0.524 -1.986 0.207 0.6 0.7 -0.7
H -1.144 2.407 0.170 -0.3 -0.5 -0.3
H -1.745 -1.492 -1.274 0.4 0.1 2.3
H -1.784 -2.111 0.434 -0.5 -1.5 1.0
H 1.882 1.707 0.674 -0.4 1.1 0.3
H 2.378 0.978 -0.891 -1.6 0.3 0.6
H 2.686 0.229 0.528 -1.6 0.0 0.0
```
Forces are in eV/Å.

Output
ΔE to the lowest compared entry with this formula, charge and spin in kJ/mol: 306.3
2S+1: 1
Frontier orbital gap in eV: 9.44
HOMO in Eh: -0.3174
Electronic energy in hartree: -535.897836
Molecular weight in g mol⁻¹: 98.08
LUMO in eV: 0.80

Mulliken population analysis, charges in e, atoms 1 to 5:
1 C -0.2853
2 C -0.2046
3 C 0.3484
4 C -0.6866
5 C -1.1766



Copy entry 4 word for word.
Here is C5H7P in the gas phase in a non-equilibrium geometry from the OMol25 dataset. Energies are from ωB97M-V/def2-TZVPD.

Structure (XYZ):
```
13
Properties=species:S:1:pos:R:3:forces:R:3
C 0.055 -1.028 -0.091 -1.4 -1.1 1.8
C -1.302 1.336 0.016 4.9 -0.1 0.5
C 0.557 0.177 0.075 -4.8 0.5 -1.2
C -1.465 -1.296 -0.127 1.0 2.1 -3.8
C 1.804 0.827 0.086 5.2 -0.5 -0.5
P -2.447 0.251 0.193 -1.6 -1.1 0.0
H 0.524 -1.986 0.207 0.6 0.7 -0.7
H -1.144 2.407 0.170 -0.3 -0.5 -0.3
H -1.745 -1.492 -1.274 0.4 0.1 2.3
H -1.784 -2.111 0.434 -0.5 -1.5 1.0
H 1.882 1.707 0.674 -0.4 1.1 0.3
H 2.378 0.978 -0.891 -1.6 0.3 0.6
H 2.686 0.229 0.528 -1.6 0.0 0.0
```
Forces are in eV/Å.

Output
ΔE to the lowest compared entry with this formula, charge and spin in kJ/mol: 306.3
2S+1: 1
Frontier orbital gap in eV: 9.44
HOMO in Eh: -0.3174
Electronic energy in hartree: -535.897836
Molecular weight in g mol⁻¹: 98.08
LUMO in eV: 0.80

Mulliken population analysis, charges in e, atoms 1 to 5:
1 C -0.2853
2 C -0.2046
3 C 0.3484
4 C -0.6866
5 C -1.1766



HOMO of number 1 (C22H28N4S2SbSe4Sn)? -0.1439 Eh



Repeat the fourth record exactly.
Here is C5H7P in the gas phase in a non-equilibrium geometry from the OMol25 dataset. Energies are from ωB97M-V/def2-TZVPD.

Structure (XYZ):
```
13
Properties=species:S:1:pos:R:3:forces:R:3
C 0.055 -1.028 -0.091 -1.4 -1.1 1.8
C -1.302 1.336 0.016 4.9 -0.1 0.5
C 0.557 0.177 0.075 -4.8 0.5 -1.2
C -1.465 -1.296 -0.127 1.0 2.1 -3.8
C 1.804 0.827 0.086 5.2 -0.5 -0.5
P -2.447 0.251 0.193 -1.6 -1.1 0.0
H 0.524 -1.986 0.207 0.6 0.7 -0.7
H -1.144 2.407 0.170 -0.3 -0.5 -0.3
H -1.745 -1.492 -1.274 0.4 0.1 2.3
H -1.784 -2.111 0.434 -0.5 -1.5 1.0
H 1.882 1.707 0.674 -0.4 1.1 0.3
H 2.378 0.978 -0.891 -1.6 0.3 0.6
H 2.686 0.229 0.528 -1.6 0.0 0.0
```
Forces are in eV/Å.

Output
ΔE to the lowest compared entry with this formula, charge and spin in kJ/mol: 306.3
2S+1: 1
Frontier orbital gap in eV: 9.44
HOMO in Eh: -0.3174
Electronic energy in hartree: -535.897836
Molecular weight in g mol⁻¹: 98.08
LUMO in eV: 0.80

Mulliken population analysis, charges in e, atoms 1 to 5:
1 C -0.2853
2 C -0.2046
3 C 0.3484
4 C -0.6866
5 C -1.1766



Which of these has the lowest HOMO? C36H62O36